Entry 1:
# C25H35AgBrN3O4P

A molecular structure, C25H35AgBrN3O4P (wB97M-V/def2-TZVPD, the OMol25 dataset).

The geometry in XYZ format:
```
70
Properties=species:S:1:pos:R:3:forces:R:3:mulliken_charge:R:1
Ag 0.2381 -0.2954 -0.0488 0.11 0.02 -0.03 0.017
O 4.3142 -1.4400 0.3836 -0.04 0.04 0.02 -0.772
C 4.9701 -0.3344 0.7651 -0.07 -0.06 -0.03 0.341
C 6.3658 -0.3111 0.6647 -0.01 0.00 0.00 -0.614
C 7.0834 0.8080 1.0458 0.00 -0.01 0.00 -0.289
C 6.4260 1.9294 1.5385 0.00 0.01 0.01 -0.742
C 5.0426 1.9046 1.6379 0.02 0.01 0.00 -0.462
C 4.2965 0.7956 1.2604 -0.01 0.03 -0.03 0.104
C 2.7781 0.8122 1.4327 0.03 0.03 -0.18 0.656
O 2.1864 -0.3369 0.9750 -0.10 -0.10 0.00 -0.969
N 2.2421 2.0198 0.7653 -0.09 -0.15 0.35 -0.126
N 1.0336 2.3633 1.2528 0.19 0.15 -0.16 -0.332
C 0.2280 3.0038 0.4935 -0.11 -0.04 0.01 -0.349
C -1.0758 3.4294 0.9816 0.05 0.01 -0.01 -0.125
Br -1.5810 2.7691 2.6976 -0.01 0.01 0.00 -0.127
C -1.9744 4.1685 0.3244 -0.02 0.01 -0.03 -0.546
C -1.7875 4.7786 -1.0060 0.02 0.00 0.04 0.477
C -2.8419 4.7417 -1.9195 -0.02 -0.01 0.00 -0.381
C -2.7112 5.2961 -3.1821 0.00 0.01 -0.01 -0.632
C -1.5239 5.9125 -3.5525 0.01 0.00 0.01 -0.408
C -0.4762 5.9773 -2.6451 -0.02 0.00 -0.02 -0.682
C -0.6081 5.4217 -1.3822 0.00 0.00 0.01 -0.062
H 3.3224 -1.2022 0.5336 0.16 0.08 0.03 0.358
H 6.8602 -1.1925 0.2751 0.00 0.00 0.00 0.406
H 8.1639 0.8075 0.9557 0.00 -0.01 0.00 0.346
H 6.9827 2.8094 1.8362 0.00 0.00 0.00 0.366
H 4.5102 2.7726 2.0122 0.00 -0.01 0.00 0.378
H 2.5487 0.9923 2.4950 -0.01 0.02 0.01 0.315
H 2.2949 1.9575 -0.2534 -0.08 -0.01 -0.01 0.259
H 0.4524 3.2004 -0.5528 0.00 0.00 0.00 0.453
H -2.9517 4.2996 0.7737 0.00 0.00 0.00 0.407
H -3.7669 4.2527 -1.6353 0.01 0.01 0.00 0.313
H -3.5360 5.2418 -3.8818 0.00 0.00 0.00 0.366
H -1.4168 6.3399 -4.5412 0.00 0.00 0.00 0.378
H 0.4515 6.4622 -2.9210 0.00 0.00 0.00 0.373
H 0.2069 5.4941 -0.6741 0.00 0.00 0.00 0.518
O 0.5880 -0.6627 -2.7052 -0.02 -0.06 0.02 -0.412
N 0.8018 0.5406 -2.8901 0.00 0.03 -0.01 -0.038
O 0.7162 1.2612 -1.8602 0.05 0.03 0.02 -0.332
C -0.6830 -3.8416 -0.3214 -0.01 0.00 -0.01 -1.584
C -1.7240 -2.9410 -0.9849 0.00 0.03 0.00 0.685
C -3.0329 -3.6968 -1.2064 0.00 0.00 0.02 -1.695
P -1.8836 -1.3167 -0.1071 -0.04 -0.05 -0.02 0.365
C -2.7235 -1.7504 1.4956 0.02 0.02 0.01 1.038
C -1.6514 -1.9919 2.5621 -0.01 -0.01 0.00 -1.463
C -3.6980 -0.6859 1.9968 0.00 -0.01 0.00 -1.562
C -3.1386 -0.4091 -1.1248 0.02 0.04 -0.01 0.733
C -3.0665 1.0824 -0.7830 -0.01 -0.02 0.00 -1.617
C -2.8586 -0.5761 -2.6208 0.01 0.00 -0.02 -1.580
H -0.4713 -4.6987 -0.9652 0.00 0.00 0.01 0.455
H -1.0458 -4.2303 0.6329 0.00 0.00 0.01 0.290
H 0.2534 -3.3102 -0.1444 0.00 0.00 0.00 0.251
H -1.3135 -2.6340 -1.9514 0.00 0.01 -0.01 0.469
H -3.4043 -4.1246 -0.2727 0.00 0.00 0.01 0.356
H -2.8713 -4.5281 -1.8978 0.00 0.00 0.00 0.445
H -3.8196 -3.0655 -1.6220 0.01 -0.02 0.01 0.333
H -3.2824 -2.6761 1.3285 -0.01 -0.02 -0.01 0.153
H -1.1142 -1.0633 2.7677 0.00 0.00 -0.01 0.262
H -0.9090 -2.7262 2.2525 0.01 0.00 0.00 0.322
H -2.1137 -2.3391 3.4907 0.00 0.00 0.00 0.427
H -3.1758 0.2491 2.2078 -0.01 -0.01 0.00 0.186
H -4.1539 -1.0247 2.9311 0.00 0.00 0.00 0.480
H -4.5013 -0.4817 1.2885 0.00 0.01 0.01 0.317
H -4.1364 -0.7973 -0.8929 0.00 -0.01 0.00 0.637
H -2.0976 1.4807 -1.0950 0.00 0.00 0.00 0.114
H -3.1801 1.2868 0.2809 0.00 0.01 -0.01 0.240
H -3.8471 1.6278 -1.3218 0.01 -0.01 0.00 0.543
H -1.8152 -0.3459 -2.8482 -0.03 -0.01 0.01 0.132
H -3.4870 0.1196 -3.1829 0.00 0.00 0.00 0.472
H -3.0698 -1.5823 -2.9829 0.01 0.02 0.00 0.364
```
Positions in Å, forces in eV/Å.

Its total charge is -1. For the energy relative to the best compared isomer or geometry (same formula, charge and spin), the calculation gives 0.00 kJ/mol. The calculation puts the LUMO energy at 2.5533 eV. As for the total energy: -122483.6033 eV. For the HOMO-LUMO gap, the calculation gives 7.36 eV. As for the HOMO energy: -4.80 eV.


Entry 2:
# C3H9NO

A single C3H9NO molecule at a distorted geometry (wB97M-V/def2-TZVPD, the OMol25 dataset).

The geometry in XYZ format:
```
14
Properties=species:S:1:pos:R:3:forces:R:3:mulliken_charge:R:1
C 0.0370 -0.2288 2.0680 0.35 1.63 -0.09 -0.808
N -0.5659 -0.3384 0.7417 -1.04 -2.94 0.84 -0.290
C -0.6684 0.2645 -0.5698 2.01 1.09 1.63 -0.617
C 0.6233 0.0192 -1.3307 0.59 -0.56 -0.68 -0.278
O 0.6057 0.5051 -2.6772 -0.44 -0.23 0.32 -0.512
H 1.0437 0.2046 2.1250 -0.05 0.10 -0.23 0.278
H -0.5979 0.3382 2.7606 0.10 0.03 -0.03 0.255
H 0.1330 -1.2343 2.4710 -0.08 -0.02 -0.04 0.282
H -0.6935 -1.3382 0.7138 -0.42 0.14 -0.99 0.207
H -0.7312 1.3432 -0.3884 -0.56 0.10 -0.44 0.376
H -1.5304 -0.1428 -1.0940 -0.05 0.17 0.00 0.278
H 0.8210 -1.0567 -1.3031 -0.25 -0.11 -0.57 0.290
H 1.5271 0.4149 -0.8681 -0.26 0.48 0.61 0.226
H -0.0033 1.2496 -2.6489 0.09 0.12 -0.35 0.310
```
Positions in Å, forces in eV/Å.

As for the SMILES: CNCCO. For the energy relative to the best compared isomer or geometry (same formula, charge and spin), the calculation gives 202.51 kJ/mol. The calculation puts the LUMO energy at 0.9800 eV. As for the total energy: -6792.9569 eV. For the HOMO-LUMO gap, the calculation gives 9.33 eV. As for the HOMO energy: -8.35 eV.


Entry 3:
# C3H4N4

A single C3H4N4 molecule at a distorted geometry (wB97M-V/def2-TZVPD, the OMol25 dataset).

The geometry in XYZ format:
```
11
Properties=species:S:1:pos:R:3:forces:R:3:mulliken_charge:R:1
N 1.8456 -0.1328 -0.6871 0.27 -0.06 -0.12 -0.446
C 0.5334 -0.1544 -0.3112 -0.02 0.12 0.15 0.697
C 0.0669 0.7985 0.6587 0.24 -0.48 -0.50 -0.085
N -1.1866 0.8193 0.9905 0.24 -1.00 -0.99 -0.554
C -1.9581 -0.1321 0.3136 0.79 1.04 0.85 0.013
N -1.5695 -1.0279 -0.5755 0.18 1.08 0.93 -0.394
N -0.2490 -1.0425 -0.8956 -0.61 0.40 0.46 -0.407
H 2.5179 0.2842 -0.0654 -0.05 -0.07 -0.05 0.207
H 2.1601 -0.9253 -1.2264 0.00 0.08 0.07 0.266
H 0.7919 1.4932 1.1010 -0.40 -0.13 -0.01 0.307
H -2.9525 0.0196 0.6974 -0.66 -0.99 -0.76 0.395
```
Positions in Å, forces in eV/Å.

As for the SMILES: Nc1cncnn1. For the energy relative to the best compared isomer or geometry (same formula, charge and spin), the calculation gives 178.87 kJ/mol. The calculation puts the LUMO energy at 0.1454 eV. As for the total energy: -9135.0037 eV. For the HOMO-LUMO gap, the calculation gives 9.43 eV. As for the HOMO energy: -9.28 eV.


- The highest energy relative to the best compared isomer or geometry (same formula, charge and spin) belongs to which entry?
  C3H9NO


Copy entry 3 word for word.
# C3H4N4

A single C3H4N4 molecule at a distorted geometry (wB97M-V/def2-TZVPD, the OMol25 dataset).

The geometry in XYZ format:
```
11
Properties=species:S:1:pos:R:3:forces:R:3:mulliken_charge:R:1
N 1.8456 -0.1328 -0.6871 0.27 -0.06 -0.12 -0.446
C 0.5334 -0.1544 -0.3112 -0.02 0.12 0.15 0.697
C 0.0669 0.7985 0.6587 0.24 -0.48 -0.50 -0.085
N -1.1866 0.8193 0.9905 0.24 -1.00 -0.99 -0.554
C -1.9581 -0.1321 0.3136 0.79 1.04 0.85 0.013
N -1.5695 -1.0279 -0.5755 0.18 1.08 0.93 -0.394
N -0.2490 -1.0425 -0.8956 -0.61 0.40 0.46 -0.407
H 2.5179 0.2842 -0.0654 -0.05 -0.07 -0.05 0.207
H 2.1601 -0.9253 -1.2264 0.00 0.08 0.07 0.266
H 0.7919 1.4932 1.1010 -0.40 -0.13 -0.01 0.307
H -2.9525 0.0196 0.6974 -0.66 -0.99 -0.76 0.395
```
Positions in Å, forces in eV/Å.

As for the SMILES: Nc1cncnn1. For the energy relative to the best compared isomer or geometry (same formula, charge and spin), the calculation gives 178.87 kJ/mol. The calculation puts the LUMO energy at 0.1454 eV. As for the total energy: -9135.0037 eV. For the HOMO-LUMO gap, the calculation gives 9.43 eV. As for the HOMO energy: -9.28 eV.


What did the second record say?
# C3H9NO

A single C3H9NO molecule at a distorted geometry (wB97M-V/def2-TZVPD, the OMol25 dataset).

The geometry in XYZ format:
```
14
Properties=species:S:1:pos:R:3:forces:R:3:mulliken_charge:R:1
C 0.0370 -0.2288 2.0680 0.35 1.63 -0.09 -0.808
N -0.5659 -0.3384 0.7417 -1.04 -2.94 0.84 -0.290
C -0.6684 0.2645 -0.5698 2.01 1.09 1.63 -0.617
C 0.6233 0.0192 -1.3307 0.59 -0.56 -0.68 -0.278
O 0.6057 0.5051 -2.6772 -0.44 -0.23 0.32 -0.512
H 1.0437 0.2046 2.1250 -0.05 0.10 -0.23 0.278
H -0.5979 0.3382 2.7606 0.10 0.03 -0.03 0.255
H 0.1330 -1.2343 2.4710 -0.08 -0.02 -0.04 0.282
H -0.6935 -1.3382 0.7138 -0.42 0.14 -0.99 0.207
H -0.7312 1.3432 -0.3884 -0.56 0.10 -0.44 0.376
H -1.5304 -0.1428 -1.0940 -0.05 0.17 0.00 0.278
H 0.8210 -1.0567 -1.3031 -0.25 -0.11 -0.57 0.290
H 1.5271 0.4149 -0.8681 -0.26 0.48 0.61 0.226
H -0.0033 1.2496 -2.6489 0.09 0.12 -0.35 0.310
```
Positions in Å, forces in eV/Å.

As for the SMILES: CNCCO. For the energy relative to the best compared isomer or geometry (same formula, charge and spin), the calculation gives 202.51 kJ/mol. The calculation puts the LUMO energy at 0.9800 eV. As for the total energy: -6792.9569 eV. For the HOMO-LUMO gap, the calculation gives 9.33 eV. As for the HOMO energy: -8.35 eV.